(1)
ORCA calculation (wB97M-V/def2-TZVPD) on the ion C6H15N with charge +1.

Geometry as XYZ:
```
22
Properties=species:S:1:pos:R:3
C 1.768 1.041 1.052
C 1.751 2.183 2.132
C 0.343 0.882 0.476
N 0.404 -0.164 -0.533
C -0.028 -1.567 -0.841
C -1.258 -1.471 -1.807
C -2.511 -1.238 -1.051
H 1.924 0.161 1.705
H 2.547 0.984 0.304
H 2.337 1.816 3.001
H 0.756 2.488 2.442
H 2.145 3.040 1.577
H -0.193 0.515 1.354
H -0.146 1.798 0.168
H 0.747 0.157 -1.437
H 0.803 -2.182 -1.207
H -0.271 -1.953 0.134
H -1.345 -2.449 -2.346
H -1.134 -0.779 -2.625
H -2.777 -1.894 -0.228
H -2.487 -0.276 -0.554
H -3.377 -1.091 -1.714
```

Gap between HOMO and LUMO (spin up / spin down) ... 0.45492 / 0.30929 Ha
Energy above the lowest of the compared OMol25 structures with the same formula, charge and spin ... 27.1 kcal/mol
Highest occupied orbital energy (spin up / spin down) ... -15.25 / -15.56 eV
<S²> ... 0.75
Max |F| ... 2.4 eV/Å
Spin multiplicity ... 2
E_LUMO (spin up / spin down) ... -2.87 / -7.15 eV
Total charge ... +1
Calculated total energy ... -292.01895 hartree


(2)
ORCA calculation (wB97M-V/def2-TZVPD) on the molecule C20H21N3O6S.

Geometry as XYZ:
```
51
Properties=species:S:1:pos:R:3
C -1.075 -3.113 -0.533
O -0.410 -2.002 -1.091
C 0.898 -1.811 -0.784
C 1.654 -2.608 0.056
C 2.956 -2.251 0.387
C 3.537 -1.127 -0.165
C 4.833 -0.556 0.366
C 4.409 0.816 0.873
O 4.810 1.856 0.428
N 3.370 0.738 1.809
C 2.123 1.269 1.466
C 2.009 2.447 0.727
C 0.796 2.773 0.151
C -0.302 1.956 0.342
S -1.768 2.276 -0.628
O -1.354 2.851 -1.871
O -2.748 2.974 0.147
N -2.351 0.738 -0.965
C -3.367 0.116 -0.293
C -4.441 0.728 0.412
C -5.188 -0.325 0.845
C -6.442 -0.400 1.634
O -4.620 -1.475 0.439
N -3.486 -1.193 -0.266
C -0.233 0.863 1.184
C 0.978 0.521 1.751
C 2.809 -0.368 -1.087
C 1.495 -0.674 -1.380
O 0.668 0.059 -2.172
C 1.199 1.162 -2.873
H -2.115 -3.000 -0.831
H -1.018 -3.104 0.559
H -0.664 -4.053 -0.914
H 1.231 -3.498 0.492
H 3.508 -2.862 1.087
H 5.240 -1.180 1.162
H 5.586 -0.425 -0.412
H 3.282 -0.175 2.241
H 2.884 3.051 0.550
H 0.693 3.638 -0.484
H -1.696 0.122 -1.432
H -4.594 1.774 0.557
H -6.267 -0.928 2.570
H -6.798 0.603 1.847
H -7.202 -0.946 1.078
H -1.108 0.256 1.356
H 1.058 -0.364 2.365
H 3.280 0.495 -1.531
H 1.688 1.869 -2.197
H 0.344 1.654 -3.332
H 1.908 0.834 -3.640
```

Gap between HOMO and LUMO ... 0.32680 Ha
Energy above the lowest of the compared OMol25 structures with the same formula, charge and spin ... 42.8 kcal/mol
Highest occupied orbital energy ... -8.32 eV
Max |F| ... 1.6 eV/Å
E_LUMO ... 0.57 eV
SMILES string ... COc1ccc(CC(=O)Nc2ccc(S(=O)(=O)Nc3cc(C)on3)cc2)cc1OC
Calculated total energy ... -1788.57102 hartree


(3)
ORCA calculation (wB97M-V/def2-TZVPD) on a cluster of 2 separate species, C12H13PSi in total.

Geometry as XYZ:
```
27
Properties=species:S:1:pos:R:3
C -3.935 1.729 -0.160
C 4.407 0.714 -0.014
C -3.134 1.212 -1.114
C -3.853 1.348 1.180
C 4.352 -0.688 0.392
C 3.160 1.388 -0.211
C -2.186 0.246 -0.790
C -2.927 0.400 1.482
C 3.123 -1.213 0.632
C 1.918 0.809 -0.109
C -2.094 -0.220 0.502
C 1.995 -0.476 0.422
Si -0.419 -2.541 -0.721
P -0.993 -1.459 1.206
H -4.777 2.389 -0.383
H 5.342 1.197 -0.202
H -3.312 1.620 -2.156
H -4.441 1.984 1.870
H 5.289 -1.275 0.548
H 3.260 2.463 -0.471
H -1.541 -0.191 -1.497
H -2.692 0.088 2.487
H 2.775 -2.312 0.891
H 0.924 1.394 -0.286
H 0.864 -3.235 -0.480
H 0.141 -1.654 -1.852
H -1.244 -3.715 -1.166
```

Gap between HOMO and LUMO (spin up / spin down) ... 0.27799 / 0.28133 Ha
Energy above the lowest of the compared OMol25 structures with the same formula, charge and spin ... 80.5 kcal/mol
Highest occupied orbital energy (spin up / spin down) ... -8.86 / -7.93 eV
Max |F| ... 4.5 eV/Å
E_LUMO (spin up / spin down) ... -1.30 / -0.28 eV
Calculated total energy ... -1095.72342 hartree


(4)
ORCA calculation (wB97M-V/def2-TZVPD) on the molecule C5H8O.

Geometry as XYZ:
```
14
Properties=species:S:1:pos:R:3
C -1.617 -0.048 0.804
C -0.195 0.429 0.671
C 0.549 -0.708 0.086
C 1.654 -0.265 -0.759
O 0.976 0.810 -1.420
C -0.164 0.778 -0.733
H -1.734 -0.687 1.665
H -2.362 0.771 0.782
H -1.544 -0.884 0.017
H 0.223 1.086 1.429
H 0.646 -1.690 0.534
H 1.972 -0.999 -1.503
H 2.529 0.138 -0.251
H -0.933 1.270 -1.320
```

Gap between HOMO and LUMO ... 0.31435 Ha
Energy above the lowest of the compared OMol25 structures with the same formula, charge and spin ... 106.4 kcal/mol
Highest occupied orbital energy ... -7.71 eV
Max |F| ... 2.4 eV/Å
E_LUMO ... 0.84 eV
SMILES string ... C[C@H]1[C@@H]2CO[C@H]12
Calculated total energy ... -270.38826 hartree